(1)
ORCA calculation (ωB97M-V/def2-TZVPD) on a 2-piece molecular cluster, C5HNO3 overall at a distorted geometry.

**Gap between HOMO and LUMO**: 0.212 Eh
**SMILES**: O=C=C=C=C=O.N=C=O
**E_HOMO**: -8.2 eV
**Total energy**: -12828.7796 eV
**Energy above the lowest of the compared OMol25 structures with the same formula, charge and spin**: 14.9 kcal per mole

Element x y z (Å)
O -0.25950 -2.63157 1.12668
O 4.67150 0.34062 -1.05819
O -0.37860 0.89812 2.58822
N -0.45751 1.28752 0.26342
C -0.57843 1.17874 1.45895
C 1.83597 -1.65165 0.30212
C 0.74232 -2.06306 0.85764
C 3.90777 -0.41956 -0.55814
C 2.96111 -1.20873 -0.14906
H -0.90355 2.10971 -0.35179

(2)
ORCA calculation (ωB97M-V/def2-TZVPD) on one molecule with the formula C2H7NOSi at a distorted geometry.

**Gap between HOMO and LUMO**: 0.406 Eh
**SMILES**: [H]/N=C/CO[SiH3]
**E_HOMO**: -10.1 eV
**Total energy**: -13601.5787 eV
**Energy above the lowest of the compared OMol25 structures with the same formula, charge and spin**: 43.3 kcal per mole

Element x y z (Å)
Si -2.15275 0.16713 0.03553
O -0.69848 -0.65885 0.14993
N 2.81953 0.01517 0.09989
C 0.53524 -0.33019 -0.53869
C 1.58985 0.13868 0.42418
H 1.17546 0.41321 1.33269
H 0.29936 0.39896 -1.23117
H -2.47813 1.46490 0.73443
H 3.54103 0.32308 0.77796
H -3.16455 -0.73888 0.59973
H -2.20984 0.15719 -1.40509
H 0.74328 -1.35039 -0.97938

(3)
ORCA calculation (ωB97M-V/def2-TZVPD) on a 2-piece molecular cluster, C5H17N2O overall at a distorted geometry.

**Gap between HOMO and LUMO**: 0.388 Eh
**Charge**: +1
**E_HOMO**: -13.3 eV
**Total energy**: -10480.0680 eV
**Energy above the lowest of the compared OMol25 structures with the same formula, charge and spin**: 66.1 kcal per mole

Element x y z (Å)
O -1.92447 1.43452 1.04243
N -1.05654 -1.26229 0.21305
N 0.91281 0.87633 0.11738
C -1.49747 -2.27804 1.27714
C 0.23096 -1.63381 -0.30052
C 0.92516 0.95622 -1.35906
C 1.16021 -0.60463 0.51746
C 1.25265 2.47008 -1.63759
H -1.88660 -3.27022 0.82307
H -0.77142 -2.26850 2.04934
H -0.03533 0.75841 -1.88119
H -2.35564 -1.68613 1.79379
H 1.60142 1.39235 0.66951
H -2.58246 0.70668 1.32335
H 0.98007 -0.73292 1.66786
H -0.03813 0.96681 0.43802
H 0.49460 -2.61331 0.05561
H 0.68332 2.67375 -2.59248
H 2.16664 -0.86417 0.43533
H 0.44192 -1.69771 -1.46568
H 0.79558 3.07099 -0.82978
H 2.32622 2.70503 -1.59417
H -2.06326 2.00513 1.74932
H 1.77658 0.28698 -1.82719
H -1.53680 -1.39156 -0.68499

(4)
ORCA calculation (ωB97M-V/def2-TZVPD) on C5H7NO as an isolated structure at a distorted geometry.

**Gap between HOMO and LUMO**: 0.300 Eh
**E_HOMO**: -7.5 eV
**Total energy**: -8831.0705 eV
**Energy above the lowest of the compared OMol25 structures with the same formula, charge and spin**: 118.4 kcal per mole

Element x y z (Å)
O 0.93994 -1.76750 -1.04936
N 0.89145 1.78381 0.37079
C -1.62495 0.17021 0.70701
C 1.68352 -0.71759 -1.32036
C -0.32660 -0.21270 0.04055
C 0.61487 0.69172 -0.47466
C -0.10166 -1.51940 -0.24563
H -1.92085 -0.59615 1.42924
H 0.89561 2.77708 0.16679
H 2.32275 -1.16567 -2.16091
H -1.61177 1.14109 1.20750
H -2.40064 0.21331 -0.06795
H -0.62996 -2.37823 0.10846
H 1.26829 1.58002 1.28854

(5)
ORCA calculation (ωB97M-V/def2-TZVPD) on a 2-piece molecular cluster, C28H34BN3O9 overall at a distorted geometry.

**Gap between HOMO and LUMO**: 0.262 Eh
**SMILES**: CN1C(=O)[C@@H](Cc2ccccc2)N(/C=C/Cc2cccc([N+](=O)[O-])c2)C1(C)C.CC(=O)OB(OC(C)=O)OC(C)=O
**E_HOMO**: -7.8 eV
**Total energy**: -53161.0329 eV

Element x y z (Å)
O 6.47370 0.86529 8.68176
O 4.37117 2.08940 5.53928
O 2.87730 -4.82235 5.81099
O 4.33951 1.24996 9.54421
O -4.25889 1.15487 5.61584
O 4.82406 2.55253 7.72742
O 4.96228 -5.50470 5.96090
O 2.81314 2.87965 8.99486
O 1.20856 2.82065 7.35128
N -0.84741 0.32886 5.81637
N -2.80519 -0.62081 5.31782
N 4.09150 -4.61419 6.06165
C -4.56367 5.34835 7.48479
C -3.82595 -1.58750 5.04735
C 0.48360 0.59221 5.80931
C 2.81910 0.10320 6.43598
C -0.77487 -1.73198 4.44495
C -1.82908 1.38237 5.98525
C -3.74928 3.28510 8.44696
C -4.67991 4.32554 8.43511
C -2.55889 4.32568 6.59441
C 5.67937 0.99884 9.62409
C 3.50808 -2.30438 6.39854
C 1.70664 3.36551 8.34255
C -1.35984 -1.85733 6.90146
C -1.42012 -0.99998 5.62604
C 3.87516 -0.95640 6.49004
C -3.48015 5.37870 6.59467
C 6.14874 0.90468 11.06876
C 5.84322 -2.98186 6.62284
C 4.49351 -3.29682 6.44047
C 5.24644 -0.63104 6.64115
C 6.20435 -1.63506 6.73009
C 1.44596 -0.28222 6.25295
C -3.14921 0.66824 5.64272
C 5.90077 3.88444 6.15639
C 4.94998 2.74148 6.40977
C -1.86062 2.03748 7.36261
C 1.12657 4.64629 8.93939
C -2.75311 3.24691 7.46205
B 3.75817 1.98333 8.44324
H 7.20581 1.22011 11.05344
H 6.57311 -3.79332 6.60232
H 1.12291 -1.32815 6.53112
H 1.23857 4.55349 10.03301
H 0.79696 1.63844 5.65457
H -2.15068 1.27886 8.09862
H -1.65150 2.17993 5.23488
H 6.12880 -0.15162 11.46445
H 5.50867 1.58970 11.66712
H 7.24130 -1.37344 6.88976
H 0.05769 4.79875 8.67854
H -3.94044 -2.24778 5.90793
H 5.35022 4.75576 6.60813
H -0.90158 -1.12081 3.53988
H 3.03124 0.76798 7.49889
H -5.31249 6.13937 7.44556
H -1.26607 -2.70781 4.33385
H 0.29892 -1.88363 4.60319
H 3.06187 1.12008 5.79794
H -3.81856 2.45364 9.15414
H -0.33513 -2.06496 7.22055
H -5.50488 4.31611 9.15213
H -0.83684 2.34248 7.59205
H 1.69566 5.48312 8.48225
H -1.84604 -2.82166 6.69132
H -4.73860 -1.02329 4.85205
H -1.84892 -1.34559 7.74316
H -1.72085 4.29582 5.88770
H 5.52433 0.42677 6.76252
H 6.04121 4.11719 5.06353
H 6.85152 3.60697 6.68336
H -3.35732 6.19258 5.87838
H -3.52798 -2.18668 4.18888
H 2.47797 -2.62039 6.30756

(6)
ORCA calculation (ωB97M-V/def2-TZVPD) on C13H21BrNO2PS as an isolated structure at a distorted geometry.

**Gap between HOMO and LUMO**: 0.336 Eh
**E_HOMO**: -8.6 eV
**Total energy**: -109571.7513 eV

Element x y z (Å)
Br 1.63836 2.00803 0.28036
S -1.51717 2.70820 1.84147
P -0.78433 3.85150 0.45571
O 0.60882 3.70878 -1.76934
O 0.04885 -2.21734 2.58803
N -0.66887 0.39691 -0.92832
C 2.20750 -2.08973 -2.80772
C 1.99385 -2.12321 -1.44094
C 1.04242 -1.29419 -0.88861
C 1.43436 -1.25679 -3.57730
C -0.77611 1.77082 -1.42412
C -0.71623 -1.03492 2.86468
C 0.48298 -0.43280 -3.01420
C -2.11205 -1.50001 3.24528
C -0.67752 -3.36645 3.03204
C 0.19186 2.80182 -0.76047
C -1.82562 -2.85152 3.88779
C 0.28475 -0.42338 -1.64594
C 1.84928 3.38676 -2.40177
H -1.49082 -2.70957 4.91845
H -1.58092 -0.01792 -1.11146
H 2.56143 -2.76417 -0.77214
H 1.60993 -1.26509 -4.65159
H -0.71276 -0.38462 1.98806
H -0.00797 -4.03195 3.57914
H 2.97973 -2.72207 -3.23651
H 0.19086 4.70656 1.02081
H -2.68214 -3.52491 3.89788
H -0.67167 1.89197 -2.50983
H -0.23366 -0.50484 3.69254
H -1.79622 2.10362 -1.17927
H -2.71989 -1.63682 2.34699
H 0.88270 -1.32973 0.18891
H 1.84900 3.92869 -3.35715
H -1.74571 4.57718 -0.28232
H -1.04913 -3.89657 2.14776
H 1.94861 2.32249 -2.64257
H 2.69326 3.78178 -1.82811
H -0.10163 0.23389 -3.64747
H -2.62812 -0.80041 3.90125

- The highest gap between HOMO and LUMO belongs to which entry?
  C2H7NOSi